[1]
DFT (the ωB97M-V functional and the def2-TZVPD basis) results for C22H29IrN7Se as an isolated structure.

The geometry in XYZ format:
```
60
C22H29IrN7Se | OMol25 | the ωB97M-V functional and the def2-TZVPD basis
Ir -0.637 0.384 0.593
Se 2.152 -1.698 0.082
N 0.697 0.442 1.983
N 0.443 1.948 -0.029
N -1.367 0.616 -1.570
N 0.929 -1.211 -1.123
N -3.129 -0.294 0.347
N -1.048 -1.367 1.650
N 3.423 -1.968 -1.141
C 3.624 -1.738 -3.537
C 2.538 0.614 3.961
C 2.555 1.540 2.926
C 1.557 -1.337 -4.725
C 0.649 -0.476 2.973
C 1.596 1.452 1.926
C -2.728 0.254 -2.018
C -0.563 -2.614 3.734
C -0.715 1.801 -2.188
C 1.581 -0.391 3.998
C 2.142 3.606 0.574
C -0.375 -1.510 2.749
C -3.265 -1.735 0.579
C 0.836 -1.191 -3.562
C 2.942 -1.604 -4.714
C -1.589 1.637 1.857
C 1.388 2.336 0.773
C -0.073 2.730 -1.141
C 1.493 -1.308 -2.327
C -1.922 -2.357 1.040
C 2.908 -1.677 -2.312
C -3.725 0.287 -0.851
H -1.222 2.653 1.983
H -1.242 -2.288 4.525
H -1.450 2.376 -2.748
H -3.579 -2.238 -0.335
H -0.835 3.404 -0.737
H 2.864 3.770 1.368
H -2.115 -3.213 1.684
H -4.645 -0.228 -1.142
H -0.767 -0.178 -1.771
H 0.385 -2.879 4.197
H -2.706 -0.749 -2.450
H -3.476 0.205 1.152
H -1.383 -2.722 0.159
H 2.677 3.603 -0.377
H -0.979 -3.507 3.279
H 1.450 4.451 0.560
H -4.029 -1.920 1.336
H 0.704 3.332 -1.615
H 4.700 -1.843 -3.508
H 0.050 1.460 -2.888
H -2.112 1.232 2.720
H 3.482 -1.701 -5.646
H 3.280 0.676 4.744
H 1.033 -1.243 -5.667
H -0.242 -1.089 -3.620
H -3.979 1.322 -0.623
H 3.312 2.309 2.899
H 1.575 -1.103 4.811
H -3.070 0.937 -2.795
```

Values from the calculation:
gap between HOMO and LUMO (alpha / beta)	6.4 / 6.4	eV
energy relative to the best compared isomer or geometry (same formula, charge and spin)	2.383	eV
charge	+2
multiplicity	2
⟨S²⟩	0.76
LUMO energy (alpha / beta)	-7.08 / -7.17	eV

---

[2]
DFT (the ωB97M-V functional and the def2-TZVPD basis) results for a 6-piece molecular cluster, C54H114N6O6 overall.

The geometry in XYZ format:
```
180
C54H114N6O6 | OMol25 | the ωB97M-V functional and the def2-TZVPD basis
O -24.835 6.709 18.616
O -17.046 0.734 8.713
O -21.665 -2.066 9.952
O -18.162 11.320 6.668
O -17.261 8.919 14.053
O -19.122 1.440 10.670
N -15.912 8.725 14.512
N -19.059 2.464 11.641
N -23.017 -2.213 10.240
N -17.266 0.002 7.531
N -24.501 6.634 17.259
N -18.440 10.431 7.739
C -25.348 -1.562 10.039
C -20.750 10.979 7.604
C -21.414 2.571 11.928
C -19.771 9.805 7.701
C -17.056 3.512 10.594
C -22.547 6.456 15.669
C -17.687 8.339 8.806
C -18.799 8.630 9.794
C -15.354 7.479 12.358
C -23.935 -1.264 9.591
C -16.306 9.393 6.954
C -14.322 7.661 16.112
C -17.252 -2.131 6.311
C -26.618 5.745 16.468
C -23.291 -1.812 12.643
C -23.539 0.203 9.806
C -19.968 8.855 6.521
C -15.012 8.613 13.366
C -16.775 1.813 12.285
C -16.975 2.041 6.258
C -13.601 8.502 13.876
C -23.026 6.853 17.079
C -23.806 -1.472 8.063
C -25.127 5.496 16.564
C -24.527 5.161 15.168
C -17.683 2.973 11.871
C -17.261 9.626 8.139
C -23.330 -2.849 11.521
C -20.318 4.071 10.134
C -16.445 10.478 9.113
C -17.452 -1.470 7.712
C -18.759 5.186 12.759
C -15.798 7.864 15.716
C -22.055 6.220 18.080
C -14.982 9.954 12.609
C -24.801 -3.435 11.467
C -17.654 -0.017 5.122
C -23.009 5.067 15.208
C -20.084 9.155 9.096
C -18.051 -1.459 5.206
C -20.198 3.392 11.491
C -17.717 4.060 12.960
C -16.531 6.517 15.541
C -13.414 7.383 14.906
C -22.882 8.396 17.258
C -24.922 4.165 17.386
C -16.493 8.589 16.868
C -22.329 -3.973 11.830
C -16.257 -1.988 8.495
C -18.830 -1.807 8.284
C -17.859 0.790 6.440
C -25.607 -3.060 10.179
C -19.347 1.090 6.626
C -20.120 4.542 12.545
H -21.428 1.557 11.526
H -16.401 8.103 17.838
H -25.230 -3.650 9.347
H -22.395 2.952 11.623
H -16.611 0.144 4.842
H -22.473 4.860 14.279
H -25.518 4.206 18.297
H -21.455 6.474 15.704
H -13.343 9.338 14.538
H -21.057 6.606 17.877
H -14.275 6.745 16.700
H -22.284 6.459 19.121
H -18.644 5.983 13.492
H -20.654 11.605 6.714
H -17.927 7.452 8.213
H -18.183 0.564 4.358
H -19.129 -0.902 8.826
H -15.956 1.735 6.012
H -19.560 0.707 11.117
H -25.245 -3.335 12.466
H -25.227 3.303 16.791
H -17.708 -3.126 6.377
H -24.418 -2.307 7.718
H -19.741 1.736 5.837
H -20.851 8.218 6.526
H -22.396 -4.229 12.891
H -20.564 9.839 9.789
H -17.549 8.721 16.623
H -17.563 6.698 15.237
H -14.619 9.800 11.592
H -15.758 2.147 12.492
H -22.861 7.181 14.915
H -20.590 11.651 8.450
H -15.971 -1.509 9.437
H -16.030 11.359 8.617
H -18.375 5.711 11.870
H -13.666 6.457 14.379
H -16.076 9.595 16.950
H -26.681 -3.203 10.284
H -16.867 7.952 9.421
H -13.887 8.534 16.598
H -16.002 10.327 12.468
H -19.127 -1.639 5.250
H -17.212 2.631 5.366
H -14.481 10.775 13.117
H -22.579 0.398 9.330
H -17.876 3.688 13.975
H -19.045 7.848 10.514
H -22.485 -1.077 12.517
H -27.239 4.975 16.011
H -18.827 -2.658 8.964
H -16.542 5.856 16.405
H -22.066 5.129 18.043
H -24.636 -4.495 11.716
H -12.393 7.346 15.288
H -21.491 -2.659 9.212
H -16.530 -2.975 8.895
H -15.886 10.312 6.564
H -18.384 12.162 7.079
H -19.929 0.177 6.482
H -21.327 -3.536 11.910
H -23.286 8.598 18.253
H -17.414 8.069 13.611
H -17.952 0.834 9.051
H -17.591 4.404 10.258
H -12.904 8.544 13.039
H -15.486 6.555 12.932
H -24.923 5.771 14.352
H -21.370 4.187 9.871
H -20.239 4.028 13.503
H -16.029 3.805 10.813
H -24.169 -1.165 12.661
H -21.858 8.739 17.137
H -24.851 4.155 14.885
H -19.058 8.248 6.488
H -18.461 9.484 10.387
H -19.666 -1.840 7.582
H -16.784 4.623 12.876
H -15.293 -2.140 8.012
H -16.227 -2.309 5.995
H -23.469 0.482 10.857
H -23.077 -2.182 13.649
H -17.753 -1.850 4.226
H -21.503 2.473 13.010
H -16.951 8.897 6.221
H -23.874 3.982 17.619
H -25.111 7.627 18.713
H -17.164 2.743 9.832
H -15.534 8.651 7.165
H -20.814 5.336 12.274
H -16.910 11.002 9.954
H -19.951 3.521 9.255
H -16.236 7.657 11.746
H -16.076 5.989 14.699
H -15.679 9.833 9.549
H -19.909 9.310 5.529
H -24.332 0.799 9.349
H -14.498 7.144 11.768
H -22.762 -1.568 7.771
H -22.720 4.208 15.817
H -21.808 10.705 7.591
H -26.064 -1.076 9.372
H -20.674 8.290 8.789
H -23.603 8.896 16.608
H -22.308 -4.797 11.122
H -17.207 1.337 13.170
H -26.767 6.656 15.882
H -27.028 5.928 17.463
H -16.657 1.026 11.538
H -16.951 2.725 7.104
H -19.664 4.926 9.948
H -25.567 -1.142 11.024
H -24.205 -0.622 7.503
H -19.552 1.542 7.598
```

Values from the calculation:
gap between HOMO and LUMO	8.4	eV
energy relative to the best compared isomer or geometry (same formula, charge and spin)	5.114	eV
SMILES	CC1(C)CCCC(C)(C)N1O.CC1(C)CCCC(C)(C)N1O.CC1(C)CCCC(C)(C)N1O.CC1(C)CCCC(C)(C)N1O.CC1(C)CCCC(C)(C)N1O.CC1(C)CCCC(C)(C)N1O
LUMO energy	0.43	eV

---

[3]
DFT (the ωB97M-V functional and the def2-TZVPD basis) results for C33H44BBrN7OSnTe as an isolated structure.

The geometry in XYZ format:
```
89
C33H44BBrN7OSnTe | OMol25 | the ωB97M-V functional and the def2-TZVPD basis
Te 3.274 1.554 1.398
Sn -0.035 1.152 -0.410
Br -0.493 4.874 -1.101
O -0.270 0.270 -3.021
N -1.935 -0.056 -0.417
N 0.250 -1.902 0.554
N 0.797 -0.969 -0.272
N -0.317 0.823 1.819
N -2.120 -1.105 0.426
N -2.038 3.057 0.288
N -0.666 -0.382 2.337
C 6.992 -1.694 -0.595
C -5.521 2.761 1.695
C -3.192 5.080 -0.212
C 0.155 3.123 2.631
C -4.311 3.331 1.012
C 5.010 1.459 0.140
C 4.867 -0.901 1.028
C 5.496 0.029 0.195
C -1.096 -1.448 4.554
C -0.509 -1.062 -3.500
C -0.028 1.152 -4.133
C 5.308 -2.224 1.035
C -0.741 -0.295 3.677
C 0.907 -3.069 0.422
C 1.905 -2.881 -0.519
C -3.134 2.609 0.912
C 6.558 -0.380 -0.611
C -3.867 -2.807 0.978
C 1.797 -1.551 -0.936
C 2.640 -0.839 -1.937
C 6.362 -2.621 0.230
C -4.320 4.599 0.429
C -0.432 1.010 4.028
C -0.055 0.281 -5.389
C 0.203 -1.125 -4.840
C -0.188 1.685 2.828
C 0.556 -4.299 1.191
C -2.078 4.257 -0.249
C 3.707 -0.485 1.899
C -3.046 0.101 -1.135
C -3.218 1.197 -2.133
C -3.343 -1.630 0.227
C -3.963 -0.885 -0.764
B -0.996 -1.555 1.389
H -5.212 5.213 0.483
H -1.353 -2.502 2.015
H -3.168 6.058 -0.670
H -0.797 1.928 -4.151
H -0.691 3.758 2.895
H 7.818 -1.999 -1.224
H -4.876 -3.036 0.645
H -6.052 3.528 2.259
H 0.608 -4.123 2.266
H -3.242 -3.686 0.814
H 3.958 -0.565 2.956
H -5.244 1.960 2.379
H -0.456 -4.633 0.955
H 0.423 3.332 1.594
H -3.053 1.617 1.349
H -1.586 -1.220 -3.622
H 2.206 0.124 -2.201
H 6.698 -3.651 0.246
H 2.829 -1.102 1.700
H -0.396 1.421 5.024
H 4.737 1.740 -0.877
H -4.954 -1.037 -1.160
H -3.894 -2.612 2.051
H 7.044 0.344 -1.257
H -0.402 -2.277 4.411
H 5.771 2.152 0.495
H 0.684 0.596 -6.124
H -6.220 2.349 0.964
H 2.621 -3.612 -0.861
H -4.031 1.860 -1.830
H 1.271 -1.285 -4.690
H 0.940 1.634 -3.979
H 4.815 -2.942 1.681
H -0.137 -1.763 -2.754
H 2.733 -1.442 -2.840
H -3.468 0.786 -3.112
H -1.060 -1.146 5.598
H -0.177 -1.914 -5.487
H 0.994 3.402 3.269
H 1.247 -5.101 0.940
H -2.305 1.784 -2.232
H 3.643 -0.689 -1.543
H -1.038 0.326 -5.860
H -2.101 -1.813 4.338
```

Values from the calculation:
gap between HOMO and LUMO	8.1	eV
energy relative to the best compared isomer or geometry (same formula, charge and spin)	0.000	eV
charge	+1
LUMO energy	-1.84	eV

---

[4]
DFT (the ωB97M-V functional and the def2-TZVPD basis) results for CH4NOPS2 as an isolated structure.

The geometry in XYZ format:
```
10
CH4NOPS2 | OMol25 | the ωB97M-V functional and the def2-TZVPD basis
S -2.287 -0.761 -0.514
S -0.548 1.410 1.807
P -0.508 -0.166 0.093
O 1.495 -0.137 -2.154
N 0.614 -1.279 0.597
C 0.777 0.608 -1.644
H -1.737 1.628 1.646
H 0.477 -2.193 1.083
H 0.494 1.584 -2.140
H 1.224 -0.692 1.226
```

Values from the calculation:
gap between HOMO and LUMO	8.3	eV
energy relative to the best compared isomer or geometry (same formula, charge and spin)	1.621	eV
LUMO energy	-0.34	eV

---

[5]
DFT (the ωB97M-V functional and the def2-TZVPD basis) results for C7H6O as an isolated structure.

The geometry in XYZ format:
```
14
C7H6O | OMol25 | the ωB97M-V functional and the def2-TZVPD basis
O 0.485 1.957 -0.432
C -0.556 -0.096 0.052
C 0.501 0.931 0.498
C 1.695 0.052 0.229
C -2.013 0.031 0.018
C 1.488 -1.122 -0.152
C 0.030 -1.275 -0.167
C -3.177 0.120 -0.004
H 0.443 1.415 1.550
H 1.304 1.592 -1.342
H -4.345 -0.034 0.011
H -0.630 -1.992 -0.409
H 2.584 0.451 0.400
H 2.193 -2.030 -0.252
```

Values from the calculation:
gap between HOMO and LUMO	8.7	eV
energy relative to the best compared isomer or geometry (same formula, charge and spin)	4.708	eV
LUMO energy	0.16	eV